The following is a quantum chemistry calculation of a 6-piece molecular cluster, C30H75ClN5O10 overall, from the OMol25 dataset.

XYZ file:
```
121
Properties=species:S:1:pos:R:3:forces:R:3:lowdin_spin:R:1
Cl 1.84148 -0.26818 -0.82985 -0.010 -0.539 -0.198 0.00
C -6.79607 -0.33090 3.56811 0.956 -0.504 0.909 0.12
O -5.42909 -0.12782 3.94983 0.953 -0.432 -1.308 0.03
C -4.52204 -0.97791 3.16503 -0.915 0.114 0.241 0.03
C -3.06130 -0.74959 3.53994 -1.267 -0.896 -0.592 0.00
N -2.24282 -1.63483 2.72374 1.874 0.856 0.192 0.00
C -0.77761 -1.71662 3.12031 -0.947 -0.028 -1.872 0.00
C 0.17121 -2.16276 1.92812 -0.779 1.234 1.550 0.00
O 0.16436 -3.55699 1.94823 -0.345 -0.701 -0.568 0.00
C 0.94699 -4.13771 0.93513 0.906 -0.322 0.057 0.00
H -6.90519 -1.40759 3.69823 -0.851 -0.226 -0.415 0.01
H -7.07086 0.01427 2.57139 0.319 -0.062 -0.184 0.05
H -7.42622 0.17228 4.30148 0.103 0.079 0.009 0.01
H -4.70946 -0.93623 2.09207 0.101 1.006 -0.276 0.01
H -4.73422 -2.03826 3.30189 -0.347 -0.364 0.833 0.01
H -3.03241 -1.01884 4.59577 0.416 0.449 0.424 0.00
H -2.87529 0.30715 3.34814 0.574 0.021 0.230 0.00
H -2.67013 -2.49231 2.40398 0.151 -0.005 0.381 0.00
H -0.59258 -2.38806 3.95878 -0.070 -0.353 0.056 0.00
H -0.49050 -0.73086 3.48631 -0.061 0.178 -0.296 0.00
H 1.15935 -1.74526 2.12146 0.441 -0.227 0.288 0.00
H -0.04248 -1.73094 0.95038 -0.675 -0.060 -0.079 0.00
H 1.94917 -3.70914 0.92686 0.234 -0.007 0.239 0.00
H 0.63892 -4.05267 -0.10696 -0.884 0.402 -0.002 0.00
H 1.01837 -5.20096 1.16424 0.049 -0.061 0.068 0.00
C 3.40140 -4.19549 -4.61350 1.005 0.426 -0.843 0.00
O 2.09194 -3.77668 -4.73899 -0.399 -0.281 0.427 0.00
C 1.62760 -3.21871 -3.51801 -1.097 0.549 -0.520 0.00
C 0.14782 -2.84523 -3.71311 1.332 -0.977 0.137 0.00
N -0.36325 -2.40423 -2.46256 -1.239 -0.753 -0.243 0.00
C -1.65362 -1.75627 -2.61255 0.225 0.465 0.539 0.00
C -2.84498 -2.56869 -3.17622 0.730 -0.201 1.173 0.02
O -2.75637 -2.70701 -4.57947 0.583 0.890 0.060 0.01
C -3.70370 -3.43365 -5.29258 -0.206 0.005 0.381 0.01
H 4.04505 -3.34586 -4.38556 0.232 0.214 0.408 0.00
H 3.75112 -4.52127 -5.59312 -0.133 -0.346 -0.075 0.00
H 3.59257 -4.97821 -3.87940 -0.274 -0.194 0.227 0.00
H 2.21689 -2.35065 -3.22252 0.144 0.280 -0.102 0.00
H 1.69005 -3.91832 -2.68449 0.051 -0.394 0.022 0.00
H -0.36070 -3.76748 -3.99413 -0.132 -0.126 -0.211 0.00
H -0.01940 -2.15160 -4.53713 0.282 0.371 -0.200 0.00
H 0.27764 -1.82520 -1.93903 0.273 0.514 0.104 0.00
H -1.55953 -0.83459 -3.18679 -0.106 0.211 -0.492 0.00
H -1.81722 -1.40618 -1.59334 -0.940 -0.024 0.035 0.00
H -3.75548 -2.09709 -2.80650 -0.341 0.421 -0.548 0.01
H -2.85165 -3.52982 -2.66213 0.168 -0.575 -0.174 0.00
H -4.73133 -3.10888 -5.12948 -0.219 0.288 0.201 0.00
H -3.67033 -4.48940 -5.02353 0.089 -0.347 -0.154 0.00
H -3.48096 -3.27405 -6.34758 0.070 -0.247 0.014 0.00
C 3.86988 -5.51366 -0.68049 -1.489 -0.642 0.717 0.00
O 4.17767 -4.34099 0.01668 1.842 0.526 -0.769 0.00
C 4.82343 -3.36363 -0.82387 -1.200 1.026 -0.602 0.00
C 5.44116 -2.13269 -0.10351 -0.060 -1.011 -0.336 0.00
N 4.55116 -1.30653 0.71097 0.884 -0.717 0.167 0.00
C 4.24463 -1.86768 2.01184 -0.177 -0.519 0.398 0.00
C 5.45079 -1.89331 2.93205 -0.067 0.290 -0.258 0.00
O 5.01921 -1.96746 4.27366 1.050 -0.346 1.422 0.00
C 6.11862 -2.00665 5.22818 -1.115 0.132 -0.794 0.00
H 4.58482 -6.02118 -1.32808 0.946 0.450 0.276 0.00
H 2.99237 -5.42318 -1.32071 -0.308 0.488 -0.146 0.00
H 3.56149 -6.18645 0.11973 0.099 -0.412 -0.164 0.00
H 4.06872 -2.99713 -1.51971 -0.550 0.337 0.070 0.00
H 5.52141 -3.78861 -1.54520 0.708 -0.570 0.448 0.00
H 5.84689 -1.47560 -0.87274 -0.142 -0.113 -0.404 0.00
H 6.33749 -2.53734 0.36655 -0.004 0.364 0.867 0.00
H 3.68590 -1.28529 0.19041 -0.642 0.825 -0.293 0.00
H 3.84931 -2.87815 1.90810 -0.052 -0.297 0.239 0.00
H 3.46758 -1.30108 2.52494 0.003 0.362 -0.277 0.00
H 6.01070 -0.96974 2.78504 0.256 0.187 -0.117 0.00
H 6.08098 -2.74344 2.67080 0.313 -0.178 0.162 0.00
H 6.71343 -1.09355 5.20512 0.001 0.241 -0.209 0.00
H 6.79605 -2.84391 5.06029 -0.045 -0.235 -0.208 0.00
H 5.69287 -2.09614 6.22760 -0.159 -0.052 -0.134 0.00
C -4.20442 1.86421 -1.27787 0.419 -0.077 0.083 0.16
O -2.84272 1.71580 -0.88242 -1.106 -0.015 -1.009 0.01
C -2.68517 0.93121 0.26186 1.812 0.497 0.550 0.00
C -1.15280 1.10636 0.57553 -0.197 -1.357 -0.156 0.00
N -0.61436 2.47037 0.59009 -2.059 -0.562 0.601 0.00
C -1.01569 3.15167 1.81035 1.194 1.767 0.557 0.00
C -2.24263 4.04331 1.68204 -1.414 -1.404 0.133 0.02
O -2.26040 4.77091 0.47107 0.152 0.051 0.359 0.02
C -3.48080 5.38017 0.18526 -1.048 0.177 -0.854 0.17
H -4.73719 0.93688 -1.48838 0.253 -0.590 0.195 0.04
H -4.23131 2.39969 -2.22689 0.041 0.476 0.269 0.03
H -4.73603 2.34526 -0.45684 -0.365 0.413 -0.178 0.05
H -2.90270 -0.12104 0.07867 -0.041 -0.210 -0.052 0.00
H -3.33640 1.27391 1.06594 -0.228 0.150 0.222 0.00
H -0.64735 0.58335 -0.23631 0.159 -0.027 -0.012 0.00
H -0.88728 0.56868 1.48575 -0.026 0.001 0.111 0.00
H -1.30781 2.85794 -0.03362 0.725 0.692 -1.308 0.00
H -0.25242 3.87724 2.09155 0.763 -0.130 -0.076 0.00
H -1.06635 2.48370 2.67020 -0.463 -0.115 0.034 0.00
H -2.40836 4.70804 2.52986 0.293 0.154 0.236 0.01
H -3.09166 3.36020 1.65762 -0.568 0.091 0.013 0.01
H -4.34534 4.71684 0.21101 0.028 -0.565 0.437 0.06
H -3.49547 5.69298 -0.85879 0.470 0.213 -0.095 0.03
H -3.75871 6.24547 0.78703 0.419 0.143 0.412 0.03
C 2.28979 5.17911 2.85192 0.314 1.074 -0.342 0.00
O 1.95637 5.30691 1.47905 -1.222 -0.178 0.236 0.00
C 0.95995 6.33838 1.24750 1.607 0.434 0.123 0.00
C 0.69607 6.53323 -0.23133 -0.705 -1.899 -0.507 0.00
N 0.11840 5.26959 -0.79159 0.840 1.414 -0.720 0.00
C -0.30455 5.37742 -2.17972 0.181 -0.698 -0.072 0.00
C -0.94174 4.06430 -2.63325 0.672 -0.239 -0.770 0.01
O -0.00367 3.00921 -2.53610 0.152 0.239 0.968 0.00
C -0.35133 1.86972 -3.26828 -0.697 0.216 -0.587 0.00
H 2.81330 6.08945 3.14401 0.183 0.444 0.265 0.00
H 3.01012 4.38507 3.04867 -0.383 -0.340 -0.503 0.00
H 1.43899 5.11661 3.53040 -0.337 -0.387 -0.148 0.00
H 1.43086 7.25103 1.61276 0.029 0.541 0.145 0.00
H 0.04293 6.26390 1.83198 -0.164 -0.778 0.027 0.00
H 1.61083 6.82491 -0.74730 0.333 -0.551 -0.068 0.00
H 0.06005 7.39836 -0.41882 -0.575 0.331 0.417 0.00
H -0.74408 5.01872 -0.32975 0.333 0.196 0.696 0.00
H 0.52411 5.62455 -2.84331 0.284 -0.076 0.040 0.00
H -1.06331 6.14237 -2.34477 -0.359 0.515 -0.004 0.00
H -1.24012 4.10757 -3.68072 0.007 0.537 -0.512 0.00
H -1.89923 3.89956 -2.13910 0.047 -0.439 0.732 0.00
H -0.17852 2.07905 -4.32395 0.094 -0.066 -0.513 0.00
H -1.41972 1.67570 -3.17349 -0.202 -0.280 0.192 0.00
H 0.20599 0.97034 -3.00634 0.236 0.365 0.520 0.00
```
Positions in Å, forces in eV/Å.

Summary:
HOMO-LUMO gap (spin up / spin down)   1.54 / 7.12 eV
Spin multiplicity   2
Net charge   -2
Electronic energy   -72765.251 eV